Computed, not measured: C12H14BF3N6O2Pd as an isolated structure in a non-equilibrium geometry, with ωB97M-V/def2-TZVPD.

As for the total energy: -1396.94134 Ha. Its orbital gap (spin up / spin down) is 8.3 / 6.7 eV. The value obtained for the energy above the lowest of the compared OMol25 structures with the same formula, charge and spin is 30.7 kcal per mole. As for the spin multiplicity: 3. Its expectation value of S² is 2.01.

Atoms and positions in Å:
1 H 1.23579 0.02587 2.92270
2 N 1.15569 -0.56263 0.90929
3 B 1.37901 -1.65506 -1.37471
4 N 1.78186 -1.53120 0.14589
5 C 2.62825 -2.22217 0.96852
6 Pd -0.24494 0.78260 0.23394
7 H 3.23379 -3.07011 0.67053
8 C 2.55001 -1.67532 2.26381
9 H 3.05362 -1.97128 3.16511
10 C 1.60677 -0.63204 2.16861
11 H 1.95029 -2.54618 -1.92200
12 C -1.36759 2.27722 -0.46349
13 H -1.54707 3.02762 0.29388
14 H -2.31132 1.78664 -0.71290
15 H -0.86227 2.63312 -1.34033
16 N 1.67174 -0.24979 -2.00162
17 N -0.19621 -1.80287 -1.39060
18 N 1.07151 0.83475 -1.39180
19 N -0.94472 -0.86535 -0.70710
20 C 2.42607 0.22970 -3.02887
21 C -1.07158 -2.71010 -1.91175
22 H 2.99071 -0.42164 -3.68100
23 H -0.74579 -3.57032 -2.49602
24 C 2.34718 1.61968 -3.04968
25 C -2.37178 -2.36709 -1.53368
26 C 1.51056 1.95041 -1.97949
27 C -2.23684 -1.21677 -0.74081
28 H 2.83255 2.32644 -3.72081
29 H -3.31333 -2.88049 -1.74300
30 H 1.18625 2.89781 -1.59826
31 H -2.94847 -0.63938 -0.17635
32 H 0.21280 2.30743 0.18688
33 F -2.53232 1.64643 4.96303
34 C -2.87570 1.38470 3.67043
35 F -3.61486 0.25069 3.66281
36 F -3.66705 2.41462 3.21157
37 C -1.55612 1.38745 2.70766
38 O -0.92846 2.42848 2.92060
39 O -1.48803 0.37815 1.89897

Atomic forces in eV per Å
-0.20 0.29 0.22
1.46 -1.49 0.90
-0.35 0.67 0.48
-0.07 0.26 1.41
-0.51 0.79 0.82
1.20 -0.89 2.33
-0.24 0.27 -0.36
-0.50 0.20 -1.05
0.18 -0.17 -0.10
0.53 -1.28 -1.41
-0.08 -0.01 -0.04
-0.70 1.03 0.01
-0.29 0.51 -0.25
0.14 -0.23 0.04
-0.54 0.67 -0.52
-0.36 1.61 -0.24
-1.28 0.43 0.08
2.09 -0.02 -1.94
-0.89 -1.74 -1.15
-0.16 0.11 0.41
0.00 0.36 0.40
-0.12 -0.07 0.17
0.09 0.43 0.26
0.21 -0.04 -0.03
0.02 -0.07 0.27
-0.01 -1.43 -0.31
1.09 -0.30 -0.71
-0.11 -0.47 0.19
0.63 0.13 0.01
0.03 0.29 -0.11
-0.13 0.03 -0.11
-0.45 0.28 -0.32
-0.48 -0.18 -1.09
0.59 0.11 -0.53
0.42 0.79 -0.02
0.39 -0.99 0.68
-1.93 0.13 1.42
0.41 -1.76 -1.41
-0.10 1.76 1.59